1.
An isolated molecule of C6H7N, computed with ωB97M-V with the def2-TZVPD basis set.

The geometry in XYZ format:
```
14
Properties=species:S:1:pos:R:3:forces:R:3
C -0.7776 -1.4129 -1.1783 0.00 0.00 0.03
C -0.2497 -0.3782 -0.2390 -0.04 -0.34 -0.23
C 0.9845 0.5424 -0.3450 0.22 -0.02 -0.29
C 0.9593 0.7213 1.1674 0.21 0.03 0.29
C 0.1448 1.6104 0.2808 0.04 0.50 -0.05
N -1.0708 0.7116 0.3665 -0.17 0.13 -0.07
C -0.2683 -0.2040 1.2327 -0.04 -0.34 0.31
H 0.0444 -2.0402 -1.5405 -0.12 0.05 0.08
H -1.2528 -0.9390 -2.0437 0.08 -0.05 0.10
H -1.5132 -2.0609 -0.6924 0.07 0.14 -0.03
H 1.8061 0.6007 -1.0477 -0.09 0.02 0.14
H 1.7561 0.9575 1.8608 -0.09 -0.05 -0.15
H 0.1466 2.6871 0.1489 -0.10 -0.18 0.04
H -0.7094 -0.7957 2.0296 0.05 0.10 -0.16
```
Forces are in eV/Å.

For the HOMO energy, the calculation gives -8.508 eV. Its strongest force on any atom is 0.51 eV Å⁻¹. Its electronic energy is -287.40800 hartree. Its SMILES is C[C@@]12[C@@H]3[C@H]4[C@@H]3N1[C@H]42. For the energy above the lowest of the compared OMol25 structures with the same formula, charge and spin, the calculation gives 470.6 kJ/mol. Its spin multiplicity is 1.

Atomic partial charges in e from the natural (NBO) method, atoms 1 to 4: -0.626 0.113 -0.264 -0.254

=====

2.
A 2-piece molecular cluster, C2H4O2 overall at a distorted geometry, computed with ωB97M-V with the def2-TZVPD basis set.

The geometry in XYZ format:
```
8
Properties=species:S:1:pos:R:3:forces:R:3
C -1.0615 -0.0589 -0.1917 0.52 -0.18 0.72
C 0.2109 -0.1521 0.5507 -0.14 -0.09 0.43
O -2.1383 -0.8471 -0.0374 -0.23 -2.42 -0.31
O -2.1808 0.5632 0.2200 -0.37 2.39 0.44
H -0.9262 0.4067 -2.3245 -0.02 0.27 -1.18
H 0.7131 -1.0846 0.3059 0.05 0.01 -0.07
H -0.0206 -0.1380 1.6211 0.11 -0.03 0.06
H 0.8556 0.6886 0.3166 0.08 0.06 -0.08
```
Forces are in eV/Å.

For the HOMO energy (alpha / beta), the calculation gives -7.797 / -10.631 eV. Its strongest force on any atom is 2.46 eV Å⁻¹. Its electronic energy is -228.76410 hartree. For the energy above the lowest of the compared OMol25 structures with the same formula, charge and spin, the calculation gives 362.7 kJ/mol. Its spin multiplicity is 3.

Atomic partial charges in e from the natural (NBO) method, atoms 1 to 4: 0.512 -0.721 -0.250 -0.251

=====

3.
An isolated molecule of C3H3ClOS at a distorted geometry, computed with ωB97M-V with the def2-TZVPD basis set.

The geometry in XYZ format:
```
9
Properties=species:S:1:pos:R:3:forces:R:3
C -0.4291 0.2975 -0.8321 0.90 0.33 0.20
C -1.1937 -0.2374 0.3558 -0.43 0.13 -0.28
C 1.6404 -0.4300 0.5110 -0.07 -0.61 -0.91
O -0.6839 -0.6074 1.3679 -0.51 0.03 0.52
S 1.1460 1.0040 -0.2280 -0.27 -0.14 0.04
Cl 3.0012 -0.2900 1.4907 0.55 0.43 0.39
H -0.9866 1.0624 -1.3672 -0.07 0.01 -0.01
H -0.2071 -0.5381 -1.4967 -0.03 0.01 -0.06
H -2.2872 -0.2609 0.1987 -0.07 -0.19 0.11
```
Forces are in eV/Å.

For the HOMO energy, the calculation gives -8.259 eV. Its strongest force on any atom is 1.10 eV Å⁻¹. Its electronic energy is -1049.61831 hartree. For the energy above the lowest of the compared OMol25 structures with the same formula, charge and spin, the calculation gives 252.3 kJ/mol. Its spin multiplicity is 1.

Atomic partial charges in e from the natural (NBO) method, atoms 1 to 4: -0.652 0.434 -0.350 -0.457

=====

4.
C35H76NO11PSSi as an isolated structure, computed with ωB97M-V with the def2-TZVPD basis set.

The geometry in XYZ format:
```
126
Properties=species:S:1:pos:R:3:forces:R:3
C -1.4318 -0.0637 4.6817 0.04 0.10 -0.19
Si -2.6504 -1.3615 4.1627 -0.14 -0.05 0.25
C -4.3924 -0.8351 4.5044 0.02 -0.03 0.00
C -2.2816 -3.0034 4.9683 -0.05 -0.06 -0.15
O -2.6077 -1.5634 2.4535 0.25 0.03 0.14
S -1.3199 -1.2509 1.5766 -0.12 0.12 -0.46
O -1.7864 -0.6244 0.3694 -0.10 -0.03 -0.03
O -1.0592 -2.8606 1.0683 -0.11 0.16 0.09
P 0.0387 -3.6852 1.9161 0.50 0.29 0.07
N 1.0746 -2.7731 2.6179 0.12 -0.59 0.15
H -1.3454 -0.0791 5.7704 -0.02 0.01 0.01
H -0.4328 -0.2126 4.2686 0.02 -0.07 0.03
H -1.7822 0.9264 4.3835 0.04 0.05 0.01
H -5.0195 -1.7017 4.7145 -0.09 0.01 -0.04
H -4.4067 -0.1864 5.3839 -0.06 0.00 -0.01
H -4.8290 -0.2951 3.6639 -0.06 0.05 0.04
H -3.0644 -3.2364 5.6917 0.04 0.03 0.10
H -1.3156 -3.0213 5.4737 0.03 -0.01 -0.04
H -2.3054 -3.8025 4.2260 0.01 -0.05 0.02
H -0.8008 -4.4220 2.7577 0.00 -0.10 0.00
H 0.5422 -4.6133 0.9955 -0.24 -0.09 -0.13
H 2.0264 -2.9500 2.3093 0.01 0.31 0.02
C -7.1934 2.4944 1.0461 0.03 -0.02 0.00
C -6.4093 1.6090 0.0769 -0.02 0.00 0.03
C -5.8178 0.5738 1.0252 0.04 0.03 -0.04
O -6.7653 0.4190 2.0837 0.02 -0.09 0.04
C -7.7333 1.4654 2.0331 0.01 0.04 -0.05
H -7.9834 3.0745 0.5713 0.00 -0.01 -0.01
H -6.5167 3.1865 1.5516 0.00 0.00 0.01
H -7.0870 1.1317 -0.6342 -0.01 -0.01 0.01
H -5.6455 2.1445 -0.4848 0.00 0.01 0.01
H -4.8641 0.9178 1.4412 0.01 0.01 -0.02
H -5.6485 -0.3972 0.5569 -0.01 -0.01 0.02
H -8.6894 1.0540 1.6917 0.00 0.00 0.00
H -7.8705 1.8643 3.0392 0.00 0.00 0.00
C -4.7405 -3.3507 -1.1069 -0.01 0.01 0.01
C -6.2674 -3.2981 -1.1621 0.04 0.03 0.04
C -6.6455 -4.3988 -0.1773 0.01 0.02 -0.02
O -5.6108 -4.4325 0.8036 -0.02 -0.06 0.02
C -4.4992 -3.6456 0.3686 -0.01 0.08 -0.03
H -4.2562 -2.4312 -1.4331 0.00 0.01 0.02
H -4.3681 -4.1710 -1.7241 0.00 -0.01 0.00
H -6.6217 -2.3275 -0.8069 -0.02 -0.01 0.03
H -6.6781 -3.4663 -2.1569 0.01 -0.01 -0.01
H -6.6965 -5.3717 -0.6795 -0.01 0.00 0.00
H -7.5974 -4.2203 0.3248 0.00 0.00 0.00
H -4.4597 -2.7242 0.9589 0.03 -0.02 -0.04
H -3.5787 -4.2035 0.5447 -0.01 0.00 0.03
C 4.7341 -0.0601 -0.0882 -0.02 0.00 -0.02
C 3.2899 -0.1508 -0.5853 0.06 -0.01 0.23
C 3.0944 -1.6609 -0.6423 -0.28 0.13 -0.24
O 3.9179 -2.2297 0.3788 0.03 0.07 0.06
C 4.7985 -1.2268 0.8919 0.00 0.03 -0.01
H 4.9776 0.8934 0.3798 -0.01 -0.01 0.02
H 5.4289 -0.2261 -0.9144 0.00 0.00 -0.01
H 2.6071 0.2998 0.1395 0.03 0.00 0.03
H 3.1245 0.3247 -1.5511 0.04 -0.03 -0.02
H 3.3940 -2.0313 -1.6262 0.02 -0.15 0.06
H 2.0557 -1.9417 -0.4543 0.02 -0.08 -0.01
H 4.4609 -0.9218 1.8889 -0.02 0.00 0.00
H 5.7973 -1.6572 0.9800 0.00 0.00 0.01
C 1.3917 4.1039 -0.4780 -0.03 -0.01 0.03
C 0.0970 4.3992 0.2790 0.12 -0.04 -0.02
C 0.0761 3.2526 1.2789 -0.02 -0.11 0.03
O 1.4428 2.9501 1.5793 0.00 0.00 0.10
C 2.2974 3.5872 0.6381 -0.03 0.05 -0.28
H 1.8119 4.9658 -0.9952 -0.02 0.02 0.02
H 1.2189 3.3146 -1.2133 0.02 0.00 -0.01
H 0.1573 5.3582 0.7951 0.00 0.00 -0.01
H -0.7886 4.4204 -0.3529 0.00 0.01 0.00
H -0.3898 2.3560 0.8556 -0.07 0.04 -0.02
H -0.4360 3.5070 2.2084 0.01 -0.03 0.02
H 2.8367 4.4059 1.1269 0.00 0.00 0.01
H 3.0249 2.8643 0.2620 0.04 -0.02 0.11
C 3.4102 -2.9274 -6.4863 0.00 -0.03 0.02
C 2.7677 -4.1073 -5.7574 0.01 0.03 0.00
C 3.1800 -3.8353 -4.3154 -0.01 -0.02 -0.02
O 3.2620 -2.4166 -4.1869 0.01 0.05 0.06
C 3.2145 -1.8038 -5.4789 0.00 -0.01 -0.03
H 2.9576 -2.7034 -7.4505 0.00 0.00 0.00
H 4.4751 -3.1070 -6.6453 0.00 0.00 0.00
H 1.6808 -4.0666 -5.8554 0.00 0.00 0.00
H 3.1063 -5.0800 -6.1122 0.01 0.00 0.00
H 4.1596 -4.2745 -4.0959 0.00 0.00 0.00
H 2.4639 -4.2115 -3.5829 0.00 0.00 0.00
H 2.2398 -1.3210 -5.6099 0.00 0.00 0.00
H 3.9905 -1.0426 -5.5392 0.01 -0.01 0.00
C 6.4677 1.1718 -8.7274 -0.01 -0.02 0.00
C 6.0745 0.2893 -9.9118 0.00 0.00 0.02
C 5.5424 -0.9503 -9.2031 0.01 0.02 -0.02
O 4.9726 -0.4929 -7.9765 -0.03 -0.02 0.03
C 5.3525 0.8627 -7.7360 0.03 0.02 -0.02
H 6.5281 2.2312 -8.9720 0.00 0.00 -0.01
H 7.4326 0.8573 -8.3251 0.00 -0.01 0.00
H 5.2818 0.7659 -10.4918 -0.01 0.00 0.00
H 6.9015 0.0644 -10.5837 0.01 0.00 0.01
H 6.3502 -1.6568 -8.9832 0.00 0.00 0.00
H 4.7723 -1.4744 -9.7709 0.00 0.00 0.00
H 4.4869 1.5136 -7.8995 0.00 0.00 0.00
H 5.6629 0.9578 -6.6945 0.00 0.00 0.00
C -2.6308 9.1491 1.0275 0.01 -0.02 0.01
C -2.3012 8.5611 2.3995 0.00 0.00 -0.02
C -2.4491 7.0678 2.1330 0.01 0.03 0.02
O -2.0792 6.8695 0.7688 -0.02 -0.04 -0.03
C -1.9892 8.1259 0.0981 -0.01 0.04 0.02
H -2.2401 10.1544 0.8771 0.01 0.00 0.01
H -3.7118 9.1752 0.8767 0.00 -0.01 0.00
H -1.2717 8.7984 2.6747 0.01 0.00 0.00
H -2.9568 8.9113 3.1954 -0.01 0.01 -0.01
H -3.4848 6.7413 2.2765 0.00 0.00 0.00
H -1.8043 6.4517 2.7619 0.00 0.00 0.00
H -0.9348 8.3641 -0.0814 0.00 0.00 0.00
H -2.4917 8.0427 -0.8663 0.00 0.00 0.00
C 4.7926 -2.9011 6.1721 -0.02 0.00 -0.01
C 3.8870 -3.7687 5.2984 0.01 0.04 0.01
C 2.5279 -3.5438 5.9479 -0.06 0.00 -0.06
O 2.5539 -2.2170 6.4776 -0.02 0.01 0.05
C 3.8858 -1.7084 6.4536 0.01 -0.01 -0.02
H 5.7241 -2.6128 5.6863 0.00 0.00 -0.01
H 5.0367 -3.4221 7.1003 -0.01 0.00 0.01
H 3.8788 -3.3916 4.2734 -0.01 0.00 0.00
H 4.1735 -4.8195 5.2755 0.01 0.00 0.01
H 2.3547 -4.2490 6.7690 0.02 -0.02 -0.02
H 1.7074 -3.6163 5.2327 0.00 0.02 0.01
H 3.9691 -0.9553 5.6621 0.01 0.00 0.00
H 4.0927 -1.2271 7.4108 0.00 0.00 0.00
```
Forces are in eV/Å.

For the HOMO energy, the calculation gives -9.035 eV. Its strongest force on any atom is 0.62 eV Å⁻¹. Its electronic energy is -3290.53539 hartree. Its spin multiplicity is 1.

Atomic partial charges in e from the Löwdin method, atoms 1 to 4: -0.163 0.399 -0.137 -0.149